(1)
113
Properties=species:S:1:pos:R:3:forces:R:3 method="wB97M-V/def2-TZVPD" gap_ev=3.77 charge=+1
Mg 8.196 2.926 -32.288 -0.01 1.12 0.41
C 8.988 8.494 -31.321 0.42 0.43 -1.34
C 7.985 7.584 -30.647 0.63 -1.99 -0.16
O 7.972 6.205 -31.028 -0.30 0.81 0.19
H 8.781 8.579 -32.388 -0.19 -0.06 -0.11
H 10.033 8.184 -31.287 -0.10 -0.28 0.51
H 8.920 9.510 -30.932 -0.06 -0.08 0.24
H 6.991 7.942 -30.914 -0.29 0.24 0.11
H 8.184 7.654 -29.577 -0.24 -0.10 0.26
C 13.145 16.047 -33.115 0.40 -0.73 0.60
C 14.298 15.086 -32.641 -1.25 1.35 -2.26
O 13.987 14.378 -31.429 0.42 0.05 0.17
C 13.164 13.336 -31.430 0.04 -0.72 -0.79
O 12.634 12.819 -32.388 0.59 0.60 1.32
C 12.888 12.803 -29.944 0.23 0.04 -0.69
F 13.019 11.441 -29.855 0.30 1.74 0.00
F 13.656 13.428 -29.002 -1.13 -1.13 -1.10
F 11.586 13.067 -29.746 0.38 0.08 0.58
H 13.347 16.359 -34.140 0.25 0.15 0.10
H 13.008 16.921 -32.478 0.11 -0.06 0.00
H 12.201 15.506 -33.177 0.02 -0.10 0.18
H 15.235 15.642 -32.614 -0.09 -0.04 1.31
H 14.486 14.505 -33.544 -0.30 -1.23 0.57
C 11.035 0.191 -28.299 -0.63 -1.52 0.68
O 11.972 1.243 -28.345 0.23 -1.54 0.72
C 11.705 2.237 -29.129 -0.79 0.57 -1.28
O 10.742 2.280 -29.897 1.02 0.71 0.54
O 12.694 3.097 -28.936 -0.13 0.43 0.27
C 12.654 4.398 -29.465 -0.11 1.09 -1.94
H 10.224 0.440 -27.614 -0.26 0.29 -0.42
H 11.467 -0.701 -27.846 0.73 0.40 0.17
H 10.685 -0.202 -29.254 -0.09 0.80 -0.21
H 13.266 5.122 -28.926 -0.25 -0.57 0.70
H 11.657 4.791 -29.663 -0.26 -0.21 0.69
H 13.085 4.422 -30.466 0.26 -0.42 -0.18
C 9.984 5.811 -36.656 -0.35 1.62 0.11
O 11.285 5.221 -36.458 -0.35 -0.39 0.56
C 11.428 4.437 -35.390 0.35 -0.61 1.22
O 10.571 4.246 -34.531 0.98 -0.16 -0.92
O 12.705 3.915 -35.370 -1.93 0.85 -0.35
C 13.096 3.055 -34.302 -0.31 0.19 1.24
H 9.501 5.436 -37.558 0.15 -0.34 0.32
H 10.079 6.891 -36.762 0.94 0.04 -0.79
H 9.325 5.915 -35.794 0.12 -1.51 0.28
H 12.494 3.103 -33.395 -0.78 0.41 -0.32
H 14.037 3.437 -33.906 0.40 -0.49 -0.72
H 13.056 2.002 -34.583 0.55 0.21 -0.40
C 5.065 -1.227 -30.068 0.88 -0.84 -0.31
O 4.489 -0.225 -29.249 0.46 1.01 0.09
C 4.933 1.027 -29.305 2.41 1.66 -2.36
O 5.894 1.475 -30.064 -3.73 -1.76 2.89
O 4.176 1.759 -28.474 0.85 0.03 -1.23
C 4.262 3.199 -28.594 0.78 0.51 0.97
H 4.952 -2.166 -29.525 -0.45 0.10 -0.18
H 6.140 -1.151 -30.232 0.04 0.65 0.27
H 4.620 -1.266 -31.062 -0.37 0.06 0.23
H 4.351 3.592 -29.607 -0.61 -0.50 -0.10
H 5.140 3.601 -28.089 0.38 -0.50 0.06
H 3.456 3.604 -27.983 -0.36 -0.25 -0.63
C 8.269 15.972 -29.651 -0.80 -1.55 1.09
O 9.032 17.129 -29.390 -0.97 0.79 -2.97
C 9.786 17.245 -28.366 1.48 -1.18 5.35
O 9.823 16.466 -27.391 0.09 1.23 -2.41
O 10.466 18.408 -28.384 0.26 0.17 -0.24
C 11.653 18.617 -27.532 -0.66 -0.09 -0.67
H 7.647 15.716 -28.794 0.17 0.14 0.31
H 8.874 15.084 -29.837 0.41 0.25 -0.03
H 7.548 16.044 -30.466 0.58 0.97 -0.25
H 11.971 19.643 -27.716 -0.16 -0.14 -0.41
H 12.416 17.925 -27.890 0.01 0.01 0.40
H 11.483 18.580 -26.456 -0.40 -0.64 -0.19
C 11.499 6.070 -24.187 -1.79 -0.83 -0.81
O 12.394 6.913 -23.522 0.21 0.68 0.22
C 13.697 6.812 -23.828 1.13 0.49 -0.20
O 14.205 5.998 -24.576 -0.86 1.26 1.24
O 14.438 7.778 -23.186 0.40 -1.32 -1.02
C 13.916 8.868 -22.425 -1.67 -0.39 -0.69
H 10.514 6.053 -23.722 0.55 -0.45 1.64
H 11.899 5.073 -24.371 -0.05 0.20 0.11
H 11.008 6.463 -25.078 1.47 0.55 -1.04
H 13.329 9.517 -23.075 0.12 0.16 -0.22
H 14.723 9.470 -22.005 0.02 -0.64 0.13
H 13.172 8.459 -21.741 0.44 0.29 0.63
C 5.589 1.858 -36.729 1.12 -0.48 0.89
O 4.694 2.905 -36.445 -1.18 1.63 0.94
C 4.728 3.561 -35.263 1.12 -0.20 1.63
O 5.544 3.349 -34.311 -2.39 0.66 -2.96
O 3.718 4.495 -35.268 1.28 -1.12 0.31
C 3.615 5.366 -34.132 1.22 0.94 1.24
H 5.441 1.055 -36.006 0.08 -0.08 -0.03
H 6.605 2.242 -36.631 0.13 -0.17 -0.04
H 5.464 1.455 -37.733 -0.48 0.50 0.09
H 3.446 4.904 -33.159 -0.49 -0.73 -0.42
H 2.932 6.208 -34.242 -0.58 -0.77 -0.83
H 4.536 5.909 -33.922 0.57 -0.28 -0.53
C 5.563 16.381 -36.894 -0.27 0.98 -2.88
O 5.473 15.311 -36.049 0.35 -2.34 1.83
C 5.853 14.092 -36.526 0.25 1.12 -2.24
O 6.141 13.842 -37.697 -0.49 0.53 2.35
O 5.872 13.240 -35.520 -1.21 1.46 0.31
C 6.435 12.010 -35.784 0.72 -1.70 0.09
H 6.582 16.649 -37.173 0.20 -0.01 0.40
H 5.019 17.266 -36.564 0.10 -0.38 0.63
H 5.101 16.070 -37.831 -0.07 0.31 -0.30
H 6.099 11.513 -36.694 0.00 0.48 -0.23
H 6.122 11.355 -34.970 0.32 0.12 0.15
H 7.513 12.171 -35.795 0.10 -0.57 -0.10
C 7.270 10.564 -26.117 -1.32 -0.93 0.82
C 6.629 9.397 -25.436 -0.49 -2.56 1.14
N 6.094 8.503 -24.888 1.54 2.63 -1.64
H 6.624 10.700 -26.984 0.25 0.61 -0.05
H 8.314 10.465 -26.417 -0.19 -0.33 0.27
H 7.132 11.327 -25.352 0.24 0.57 -0.55

(2)
13
Properties=species:S:1:pos:R:3:forces:R:3 method="wB97M-V/def2-TZVPD" gap_ev=10.05 relative_energy_ev=1.074
S 1.655 0.852 1.404 -0.27 -0.76 0.92
H 1.152 1.210 0.257 -0.42 0.19 -0.89
C -0.464 -1.430 -1.645 -0.76 1.64 1.22
N -0.806 -0.581 -0.424 -0.50 -1.57 0.60
C -2.053 0.190 -0.598 -0.53 0.19 -2.73
H -1.367 -1.981 -1.860 -0.15 -0.47 -0.67
H 0.346 -2.122 -1.414 0.07 0.30 -0.10
H -0.234 -0.720 -2.468 0.06 -0.72 0.44
H -1.112 -1.259 0.328 1.18 0.84 -1.12
H 2.711 1.611 1.260 0.71 0.54 -0.03
H -2.837 -0.252 0.018 -0.12 0.52 0.13
H -1.927 1.282 -0.452 -0.04 -0.70 0.34
H -2.461 0.114 -1.703 0.77 0.00 1.90

(3)
154
Properties=species:S:1:pos:R:3:forces:R:3 method="wB97M-V/def2-TZVPD" gap_ev=8.15 relative_energy_ev=3.825
C 2.984 -6.385 3.276 -0.88 -0.57 0.51
C 4.325 -6.661 2.697 1.09 1.90 -1.21
N 5.231 -5.504 2.632 2.07 -0.34 2.37
C 4.831 -4.228 2.138 0.65 1.08 0.19
C 5.881 -3.048 2.464 -1.45 -0.95 -1.05
C 6.552 -5.919 2.133 0.11 0.30 0.57
C 7.375 -6.775 3.134 0.29 0.75 -1.40
H 2.442 -5.489 2.972 0.45 0.16 -0.03
H 3.080 -6.439 4.360 -0.33 0.35 0.07
H 2.334 -7.204 2.969 -0.12 -0.15 0.17
H 4.822 -7.403 3.321 -0.03 -0.22 -0.44
H 4.274 -6.931 1.642 -0.46 -1.09 -0.23
H 4.700 -4.361 1.064 -0.31 0.78 -0.64
H 3.904 -3.897 2.606 -0.15 -0.30 -0.18
H 6.697 -3.043 1.741 0.42 -0.37 0.55
H 5.424 -2.081 2.255 -0.45 -0.03 0.22
H 6.139 -3.088 3.522 0.40 -0.09 -0.23
H 7.231 -5.078 1.988 -0.55 0.44 0.03
H 6.420 -6.297 1.119 0.17 -0.82 -0.26
H 7.039 -7.808 3.226 -0.14 0.31 0.81
H 7.540 -6.099 3.972 -0.83 -0.78 0.81
H 8.411 -6.819 2.798 0.05 -0.33 -0.65
C -12.217 0.797 2.826 0.68 -1.32 0.14
C -13.400 1.712 2.809 -0.14 1.32 0.94
N -14.270 1.477 4.001 -1.24 -0.49 -1.81
C -15.029 0.208 3.774 0.48 0.04 1.31
C -15.153 -0.374 5.155 0.60 -0.78 0.74
C -15.306 2.520 4.104 0.62 0.41 -0.10
C -14.696 3.808 4.512 -0.27 1.85 0.64
H -11.924 0.491 1.822 0.15 0.10 0.00
H -12.415 -0.119 3.385 -0.46 -0.24 -0.24
H -11.334 1.123 3.376 -0.06 0.76 -0.24
H -13.033 2.738 2.818 0.08 0.07 0.43
H -13.932 1.731 1.858 -0.48 -0.72 -0.18
H -16.056 0.284 3.415 -0.02 0.77 -0.60
H -14.510 -0.454 3.082 0.14 -0.01 0.19
H -15.678 0.265 5.864 -0.59 0.05 -0.37
H -15.578 -1.377 5.136 -0.13 -0.01 0.24
H -14.169 -0.386 5.624 0.22 -0.49 -0.21
H -16.109 2.358 4.823 0.16 -0.99 0.00
H -15.760 2.623 3.118 -0.40 0.18 -0.21
H -15.445 4.569 4.730 -0.60 0.20 -0.99
H -14.022 4.189 3.746 0.19 0.21 0.50
H -14.319 3.859 5.534 1.07 -0.90 -0.18
C 9.164 6.719 -1.324 0.73 -2.33 0.10
C 8.385 5.318 -1.659 -0.76 3.20 0.54
N 7.185 5.788 -2.466 0.35 -1.15 -1.02
C 7.197 5.251 -3.832 2.16 0.85 -0.19
C 8.600 5.486 -4.625 -2.52 -0.02 0.52
C 5.879 5.503 -1.858 1.47 0.67 1.04
C 5.741 6.406 -0.612 -1.26 -0.56 0.29
H 8.551 7.584 -1.073 -0.25 -0.33 -0.69
H 9.864 6.836 -2.152 -0.45 0.75 -0.28
H 9.863 6.640 -0.491 -0.05 -0.47 0.40
H 9.043 4.620 -2.176 -0.12 0.23 -0.33
H 8.089 4.814 -0.738 -0.29 0.10 0.06
H 7.043 4.172 -3.808 -0.40 -0.28 -0.28
H 6.425 5.779 -4.392 -0.18 -0.32 0.07
H 8.272 5.822 -5.610 0.32 -0.32 -0.26
H 9.170 6.329 -4.234 0.18 -0.45 0.31
H 9.091 4.516 -4.690 0.49 0.46 -0.02
H 5.803 4.446 -1.602 -0.01 -0.35 0.26
H 5.020 5.691 -2.502 0.47 0.23 -0.51
H 5.495 5.774 0.242 -0.13 0.16 0.21
H 4.877 7.040 -0.812 0.03 0.24 0.39
H 6.557 7.054 -0.292 0.22 -0.32 -0.59
C -3.837 -0.425 1.549 -0.15 0.64 -1.59
C -3.453 -0.911 0.107 1.82 -1.64 1.16
N -1.998 -1.217 -0.070 -0.14 1.39 -0.21
C -1.172 0.037 -0.022 0.86 -1.70 -0.59
C 0.089 -0.184 -0.863 0.00 -0.33 -0.95
C -1.476 -2.440 0.596 -1.77 0.39 -0.91
C -2.157 -3.734 0.060 1.61 0.17 1.31
H -4.880 -0.132 1.425 -0.12 0.22 0.54
H -3.230 0.463 1.724 -0.20 0.18 0.21
H -3.739 -1.055 2.432 0.13 -0.50 -0.50
H -3.939 -1.849 -0.160 -0.45 0.19 0.12
H -3.706 -0.189 -0.670 -0.13 0.21 0.33
H -0.828 0.360 0.961 -0.17 -0.26 0.55
H -1.683 0.913 -0.420 -0.55 -0.37 -0.18
H -0.084 -0.531 -1.882 -0.97 0.47 -0.32
H 0.680 -1.060 -0.596 0.45 0.50 1.04
H 0.652 0.742 -0.988 0.41 -0.19 0.43
H -0.412 -2.576 0.401 -0.05 0.43 0.31
H -1.720 -2.449 1.658 0.48 0.36 0.43
H -1.613 -4.092 -0.814 -1.00 0.25 -0.63
H -1.821 -4.452 0.808 -0.25 -0.40 0.20
H -3.244 -3.727 0.134 0.20 -0.04 -0.74
C -1.273 4.319 -5.691 -0.27 1.35 -0.17
C -0.581 4.620 -7.041 -0.76 -0.23 0.53
N -0.034 5.969 -7.180 -0.46 0.76 0.34
C 1.042 6.415 -6.331 -0.10 0.32 2.08
C 1.387 7.945 -6.231 -0.11 -1.04 -0.65
C 0.263 6.268 -8.538 1.89 -0.55 -1.33
C 1.375 5.296 -9.048 -0.73 0.22 -1.52
H -0.532 4.295 -4.892 -0.19 -0.77 0.08
H -2.034 3.539 -5.719 0.91 -0.89 -0.09
H -1.958 5.106 -5.375 0.28 0.81 -0.32
H 0.106 3.805 -7.265 0.66 0.00 0.30
H -1.299 4.491 -7.851 -0.32 0.34 0.00
H 0.790 6.169 -5.299 -0.64 -0.12 0.07
H 1.992 5.881 -6.363 0.37 -0.31 -0.91
H 2.202 8.239 -6.893 0.18 -0.17 0.05
H 0.577 8.625 -6.490 -0.30 -0.24 0.42
H 1.707 8.029 -5.192 0.02 0.66 -0.15
H 0.733 7.240 -8.687 -0.25 0.38 0.66
H -0.615 6.322 -9.183 -0.16 -0.56 0.05
H 2.292 5.339 -8.459 -0.28 -0.14 0.19
H 1.660 5.567 -10.064 0.14 0.31 -0.12
H 1.012 4.279 -9.197 0.12 -0.13 0.52
C 8.054 -2.498 -8.442 -0.25 1.07 -0.87
C 8.532 -2.420 -7.015 -1.19 -0.74 0.88
N 7.470 -2.026 -6.026 2.46 1.26 0.38
C 6.125 -2.366 -6.248 -0.53 -2.75 -0.73
C 5.869 -3.921 -5.916 -0.98 0.92 -0.36
C 7.884 -2.116 -4.637 -0.26 1.02 1.55
C 9.073 -1.273 -4.204 1.25 0.84 -1.87
H 7.248 -3.200 -8.655 0.18 -0.24 0.32
H 8.861 -2.687 -9.151 0.23 -0.34 0.28
H 7.682 -1.530 -8.777 -0.20 0.23 0.11
H 8.886 -3.423 -6.777 0.30 -0.28 0.33
H 9.380 -1.744 -6.907 -0.14 0.09 -0.07
H 5.391 -1.725 -5.760 0.29 0.00 0.56
H 5.924 -2.202 -7.307 -0.12 -0.21 -0.04
H 5.745 -4.158 -4.859 0.26 0.35 0.14
H 4.925 -4.236 -6.361 -0.16 0.03 -0.15
H 6.616 -4.606 -6.315 0.30 0.36 -0.11
H 7.986 -3.083 -4.144 0.02 -0.82 -0.67
H 7.121 -1.638 -4.022 -0.76 -0.16 -0.28
H 9.253 -1.077 -3.147 -0.49 -0.42 0.01
H 8.989 -0.314 -4.716 -0.41 0.46 0.30
H 10.022 -1.575 -4.646 0.21 -0.68 0.26
C -2.091 -1.135 10.971 -2.51 -1.04 2.00
C -2.748 -2.436 10.398 1.06 0.78 0.95
O -3.065 -2.050 9.136 -0.64 1.98 -3.95
S -2.144 -0.777 8.487 -1.69 -0.67 0.86
O -3.028 0.208 7.844 2.19 -2.37 1.72
O -1.042 -1.390 7.818 -0.58 0.79 -0.07
O -1.634 -0.280 9.966 0.82 -0.29 -1.94
H -1.473 -1.482 11.799 1.08 0.86 -0.51
H -2.897 -0.530 11.388 -0.15 -0.36 0.60
H -3.667 -2.699 10.922 0.06 0.19 0.17
H -2.112 -3.321 10.370 0.37 0.11 0.15
C -6.864 -5.506 6.681 -1.57 0.32 0.91
C -7.961 -6.023 7.719 -0.55 1.43 -1.28
O -7.416 -7.061 8.414 4.12 -1.55 1.54
S -5.711 -7.058 8.347 1.19 -1.32 -1.10
O -5.261 -8.298 7.689 -1.47 2.77 1.39
O -5.056 -6.703 9.597 -1.68 -0.07 -2.05
O -5.588 -5.773 7.230 -0.42 -2.36 1.87
H -6.846 -4.418 6.620 -0.56 -0.14 -0.40
H -7.114 -6.005 5.745 0.81 0.06 -0.20
H -8.824 -6.525 7.282 -0.10 0.70 -0.74
H -8.328 -5.243 8.386 0.24 0.18 0.08

(4)
59
Properties=species:S:1:pos:R:3:forces:R:3 method="wB97M-V/def2-TZVPD" gap_ev=8.14 relative_energy_ev=20.392
C -1.998 -1.878 -4.810 -1.03 -2.33 3.18
H -2.282 -2.984 -4.645 -0.26 1.75 0.52
O -0.651 -2.057 -5.008 3.29 2.71 -0.70
C 0.045 -0.814 -5.522 -0.31 -0.57 -0.97
C 0.289 0.343 -4.599 -6.48 4.82 2.80
H 0.538 1.357 -5.041 0.18 -1.56 -0.51
C 1.032 0.359 -3.260 0.63 -14.70 -7.61
N 0.519 -1.073 -2.469 -0.31 3.91 1.71
C -0.314 -0.836 -1.399 -1.28 1.85 -0.47
O -0.538 0.336 -1.005 0.39 -2.61 -0.25
C -1.160 -2.092 -0.789 10.91 0.33 0.16
N -2.018 -1.792 0.181 -1.35 -0.32 -3.10
C -3.086 -1.483 -0.524 -10.46 1.36 3.91
O -3.690 -1.703 -1.564 3.31 -0.31 -0.81
C -4.180 -0.956 0.564 -0.96 2.77 -5.50
H -5.271 -1.080 0.392 0.80 -1.68 -0.28
O -3.909 -1.036 1.818 -1.61 -1.44 6.66
C -2.676 -0.982 2.295 -4.05 -1.88 -5.09
C -2.485 -0.939 3.559 9.24 1.56 4.13
C -1.156 -0.680 4.073 -0.12 -4.25 -7.63
C -0.008 -1.052 3.146 -4.51 0.91 4.71
C -0.460 -1.146 1.927 1.43 -2.65 -6.98
C -1.787 -1.329 1.404 7.26 1.67 2.43
H 0.376 -1.292 1.192 -0.87 -0.08 0.23
S 1.629 -1.206 3.678 -0.74 7.35 -8.33
O 1.638 -0.874 4.970 0.08 -0.33 9.15
O 2.493 -1.925 2.881 1.51 -4.69 -1.00
N 2.129 0.396 3.042 4.24 -3.20 -2.24
C 2.901 0.625 1.774 -2.66 -6.93 -1.50
C 2.148 1.314 0.553 4.60 -3.81 3.12
C 2.392 2.644 0.631 3.01 9.73 -3.01
C 1.909 3.405 1.771 -4.83 4.20 0.92
H 2.053 4.546 1.659 0.41 -1.62 -0.24
C 2.332 3.029 3.108 -5.19 -2.41 3.02
H 3.356 2.928 3.220 2.07 0.21 0.70
H 1.694 3.665 3.919 2.30 -1.08 -1.81
C 1.613 1.502 3.476 -5.25 8.71 3.73
H 1.370 1.764 4.589 1.23 -1.73 -1.12
H 0.472 1.667 3.158 1.59 -0.05 -0.27
H 0.622 3.499 1.808 3.29 -0.84 -0.25
H 3.505 3.041 0.523 -1.43 -1.55 0.25
H 1.976 3.374 -0.185 0.32 -2.01 0.36
H 2.553 0.886 -0.279 0.76 -1.34 -2.49
H 1.205 1.169 0.656 -6.34 -1.48 0.22
H 3.034 -0.630 1.588 -0.10 3.55 -0.65
H 3.907 0.905 1.654 1.48 0.96 1.51
H -0.766 -0.503 4.933 0.93 1.31 6.17
H -3.152 -0.585 4.120 -5.91 2.11 4.58
H -4.275 0.102 0.410 0.64 1.46 -1.15
H -1.547 -2.512 -1.596 -2.29 -2.02 -3.31
H -0.296 -2.767 -0.479 -1.12 0.41 -0.03
H 0.407 -1.914 -2.990 0.02 -0.41 -0.66
H 1.923 -0.253 -3.762 -0.10 2.45 2.19
H 0.998 1.131 -2.741 0.23 6.58 4.87
H -0.963 0.763 -4.295 3.22 -1.24 -0.63
H -0.723 -0.378 -6.366 2.58 -1.23 1.48
H 1.131 -1.110 -5.752 -1.85 -0.36 -0.82
H -2.278 -1.200 -3.900 0.32 -1.21 -1.73
H -2.516 -1.690 -5.696 -0.87 1.23 -1.58

(5)
24
Properties=species:S:1:pos:R:3:forces:R:3 method="wB97M-V/def2-TZVPD" gap_ev=9.18 charge=+1 relative_energy_ev=2.147
C -1.433 -0.158 0.109 2.47 0.87 0.34
C 2.238 0.018 0.569 -3.08 -1.17 0.46
C 0.665 -1.484 -0.186 0.63 -0.78 -1.56
C 0.966 0.845 0.342 -0.26 -0.59 -3.14
C -2.208 1.101 0.435 1.02 1.89 -4.69
C -2.103 -1.416 -0.184 -0.70 -0.92 -0.91
C 1.142 1.813 -0.869 2.20 -1.93 3.71
N 2.068 -1.164 -0.249 -0.44 1.21 -0.10
N -0.120 -0.193 0.076 1.04 -1.34 -1.37
H 3.078 0.506 0.327 2.97 2.09 -1.13
H 2.263 -0.130 1.600 0.28 -0.89 2.09
H 0.586 -2.092 -1.137 -1.48 0.98 0.83
H 0.490 -2.098 0.648 -0.86 -1.04 1.23
H 0.532 1.312 1.140 -0.10 1.64 2.52
H -1.538 2.068 0.439 -1.46 -2.03 0.08
H -3.109 1.252 -0.376 2.41 -0.40 1.87
H -2.679 0.956 1.324 -1.37 -0.24 2.80
H -3.068 -1.148 -0.555 -0.72 -0.03 -0.69
H -1.553 -2.028 -0.932 -0.52 0.45 0.60
H -2.377 -2.042 0.662 0.54 0.07 0.47
H 1.260 1.184 -1.684 0.88 -0.47 -1.95
H 1.921 2.497 -0.522 0.48 -0.35 -0.85
H 0.335 2.383 -0.915 -3.83 2.45 -0.76
H 2.646 -1.984 -0.063 -0.12 0.55 0.15

(6)
15
Properties=species:S:1:pos:R:3:forces:R:3 method="wB97M-V/def2-TZVPD" gap_ev=11.32 relative_energy_ev=1.868
O -2.852 1.080 1.634 2.06 -0.21 -1.28
O -0.748 1.058 0.597 -1.67 1.99 -0.75
O 0.835 -0.542 0.994 2.24 1.31 0.62
C -1.989 1.517 0.891 -1.29 1.50 0.74
C 1.890 0.309 1.642 -1.35 0.18 -0.51
C -0.445 -0.069 1.260 1.02 -4.42 2.01
H -2.114 2.514 0.423 0.10 -0.48 -0.19
H 1.778 1.317 1.209 0.24 -0.30 0.25
H 2.929 -0.027 1.488 -0.85 -0.41 -0.31
H 1.697 0.368 2.727 -0.01 -0.14 -0.34
H -1.039 -0.948 0.945 -0.34 0.71 0.07
H -0.562 0.042 2.355 -0.17 0.27 -0.32
O -0.062 -1.983 -5.586 0.83 -0.69 0.60
H 0.083 -2.030 -4.614 -0.12 0.02 -1.05
H 0.599 -2.605 -5.966 -0.71 0.67 0.45